Record 1
19
Properties=species:S:1:pos:R:3:forces:R:3:nbo_charge:R:1 method="wB97M-V/def2-TZVPD" homo_ev=-8.2 e_tot_ev=-8358.9422 e_above_lowest_ev=1.194 smiles="N/C=C/CCCN"
N -0.41614 2.48853 1.78427 -0.3390 0.2493 -0.0624 -0.8378
C -0.41436 1.67022 0.64040 0.2613 -0.3607 -0.0990 -0.0075
C 0.60578 1.34575 -0.14935 0.0480 0.2550 0.2608 -0.2606
C 0.54518 0.31500 -1.23371 0.8790 0.3014 -0.2359 -0.4272
C 0.93802 -1.08637 -0.77068 -0.3251 -0.8343 -0.2452 -0.4068
C -0.08020 -1.74598 0.15308 -0.6814 -0.0156 0.1538 -0.2273
N -1.04043 -2.60778 -0.59745 0.2574 0.1248 0.4958 -0.8431
H -0.70957 1.94636 2.58217 -0.0582 0.2606 0.2193 0.3693
H 0.40263 3.04637 1.99466 0.0582 -0.4187 -0.2569 0.3723
H -1.38816 1.22952 0.42671 0.0457 0.0531 0.1397 0.1760
H 1.58297 1.79447 0.03390 -0.0736 -0.1228 0.1288 0.1896
H 1.29243 0.58400 -1.99387 -0.3843 0.0846 -0.0931 0.2090
H -0.42591 0.27484 -1.71653 -0.2217 0.0014 -0.0494 0.2106
H 0.96596 -1.71931 -1.66681 0.1303 0.0406 0.1163 0.2182
H 1.93278 -1.14697 -0.33318 0.1239 0.4154 0.0983 0.1996
H -0.65429 -0.97955 0.69119 0.2364 -0.0541 -0.0710 0.1813
H 0.38341 -2.35327 0.93321 0.2745 0.1144 -0.0767 0.1796
H -0.92386 -3.54739 -0.23243 -0.1769 -0.0288 -0.3149 0.3527
H -1.98415 -2.33840 -0.34986 -0.0544 -0.0658 -0.1084 0.3521


Record 2
19
Properties=species:S:1:pos:R:3:forces:R:3:nbo_charge:R:1 method="wB97M-V/def2-TZVPD" homo_ev=-8.8 e_tot_ev=-8359.2505 e_above_lowest_ev=0.886
C -2.34705 1.44869 0.43319 1.0895 -0.4227 -0.0839 -0.6138
C -2.13026 0.03607 0.95999 0.3172 -0.6560 0.4470 -0.3919
C -0.89801 -0.74597 0.46670 -0.1726 0.0551 0.2037 -0.3962
C 0.40138 0.01448 0.67994 -0.3931 0.2271 -1.6477 -0.2359
N 1.54814 -0.77082 0.30365 0.7475 -0.2286 1.3114 -0.4838
C 2.15910 -0.60501 -0.78746 -0.6028 0.8085 0.0807 0.2773
N 1.78885 0.23163 -1.82638 0.2239 0.1377 0.2165 -0.8608
H -2.51919 1.40681 -0.64214 -0.5257 0.2862 0.0248 0.2018
H -1.41696 2.00942 0.54678 -0.0018 0.1018 0.0696 0.1981
H -3.08402 1.98940 1.01841 -0.4055 -0.0517 -0.3606 0.2161
H -2.99131 -0.61346 0.77427 -0.1400 0.2717 0.1171 0.2024
H -1.97718 0.07094 2.04695 -0.3647 0.1444 -0.0389 0.1905
H -0.81039 -1.62064 1.10562 -0.1155 -0.3100 0.0457 0.2093
H -1.00227 -1.15287 -0.54361 0.0712 0.3924 -0.1365 0.1962
H 0.39441 0.93401 0.07635 -0.2298 0.1740 0.3285 0.1409
H 0.41824 0.31964 1.72273 0.4371 -0.0780 0.1941 0.1973
H 3.15112 -1.02245 -0.86871 0.0276 -0.6722 -0.4651 0.1711
H 1.05016 0.89980 -1.68008 -0.0724 -0.3300 -0.2655 0.3873
H 2.02529 -0.01876 -2.76678 0.1100 0.1502 -0.0410 0.3940


Record 3
19
Properties=species:S:1:pos:R:3:forces:R:3:nbo_charge:R:1 method="wB97M-V/def2-TZVPD" homo_ev="-14.0 / -15.2" e_tot_ev=-8352.1712 e_above_lowest_ev=0.397 total_charge=+1 spin_multiplicity=2
C -0.76211 -1.69301 1.35524 -0.1500 0.0621 -0.8844 -0.6130
C -0.93643 -1.88782 -0.17049 0.6553 0.7266 1.0994 -0.3692
C 0.09970 -1.01805 -0.97146 -0.3505 -1.0401 -0.0309 -0.4804
C 0.19837 0.42217 -0.57950 -0.0866 -0.9964 -0.9833 0.3027
C 1.06661 0.80247 0.44308 0.7139 1.5750 0.7018 0.1185
N 1.02622 2.11367 0.92319 -0.0546 -0.3221 -0.2936 -0.8375
N -0.53635 1.30167 -1.24571 0.8420 -0.7654 1.5926 -0.6283
H -1.43786 -2.38254 1.85909 -0.2151 0.4627 0.2221 0.2431
H -0.95280 -0.63433 1.54644 -0.2357 -0.2260 0.7099 0.1905
H 0.23534 -1.95190 1.71388 0.1272 0.0897 -0.2161 0.2094
H -1.94694 -1.60540 -0.45511 -0.1214 -0.2678 -0.0601 0.2105
H -0.73946 -2.94815 -0.32109 -0.1615 0.1362 -0.7856 0.2353
H 1.01976 -1.57039 -0.78676 0.4175 0.5313 -0.2549 0.2535
H -0.14940 -1.07151 -2.03280 0.1705 -0.0984 -0.0541 0.2370
H 1.87694 0.18048 0.80457 -0.6371 -0.6954 0.2250 0.2219
H 1.22856 2.17917 1.91262 0.3370 -0.0091 -0.0241 0.4132
H 1.62185 2.76230 0.40905 -0.3699 0.1567 -0.0498 0.4176
H -0.59540 2.23244 -0.84147 -0.3490 0.0604 -0.5532 0.4427
H -1.13150 0.89451 -1.94220 -0.5322 0.6201 -0.3607 0.4324